[1]
Formula: C19H41BrN4O3P
Source: the OMol25 dataset
Level of theory: ωB97M-V/def2-TZVPD

Atoms and positions in Å:
C  5.71  3.09  1.55
C  6.04  2.30  0.25
N  5.32  1.02  0.15
C  4.34  0.81  -0.70
N  3.69  -0.38  -0.82
C  2.81  -0.19  -1.80
P  1.72  -1.59  -2.37
O  0.52  -0.97  -3.32
Br  0.72  -2.38  -0.52
N  2.84  1.05  -2.29
C  2.11  1.72  -3.37
C  0.67  2.11  -2.99
C  0.56  3.27  -1.95
C  -0.18  2.86  -0.63
C  -1.52  3.62  -0.37
C  -2.68  2.58  -0.27
C  -4.08  3.28  -0.16
C  -5.15  2.73  -1.14
C  -6.18  1.80  -0.43
C  -5.55  0.56  0.22
O  -5.53  -0.57  -0.65
C  -6.13  -1.71  -0.06
N  3.82  1.67  -1.58
H  6.15  4.09  1.45
H  4.61  3.12  1.65
H  6.16  2.56  2.41
H  5.89  2.89  -0.66
H  7.11  2.05  0.30
H  5.61  0.26  0.75
H  0.51  -1.54  -4.11
H  2.66  2.64  -3.62
H  2.10  1.10  -4.28
H  0.18  2.45  -3.93
H  0.05  1.28  -2.63
H  1.52  3.77  -1.74
H  -0.08  4.05  -2.41
H  0.52  2.97  0.22
H  -0.43  1.78  -0.66
H  -1.80  4.32  -1.17
H  -1.46  4.13  0.60
H  -2.55  1.96  0.63
H  -2.66  1.88  -1.13
H  -3.97  4.36  -0.32
H  -4.44  3.15  0.88
H  -5.73  3.58  -1.53
H  -4.72  2.20  -2.02
H  -6.98  1.49  -1.13
H  -6.63  2.42  0.37
H  -6.14  0.30  1.12
H  -4.52  0.75  0.58
H  -7.24  -1.62  -0.07
H  -5.86  -2.60  -0.65
H  -5.83  -1.82  1.00
H  4.09  2.63  -1.74
C  0.99  -6.48  4.71
C  1.14  -7.07  3.32
O  0.43  -6.36  2.32
C  0.80  -5.01  2.13
C  2.25  -4.82  1.74
H  -0.06  -6.42  4.99
H  1.52  -7.09  5.44
H  1.40  -5.47  4.77
H  0.74  -8.08  3.32
H  2.20  -7.16  3.05
H  0.55  -4.42  3.03
H  0.16  -4.63  1.33
H  2.94  -5.16  2.52
H  2.46  -3.76  1.56
H  2.48  -5.38  0.83

HOMO energy   -0.4075 Ha
Net charge   +1
Orbital gap   7.7320 eV
LUMO level   -3.357 eV
E   -111795.1140 eV

So, what does the Mulliken scheme give us? The charges, in e, come out as: -0.896 -0.546 -0.151 0.574 -0.532 0.312 0.123 -0.483 -0.038 0.290 -1.074 -0.571 -0.544 -0.705 -1.049 -0.574 -0.815 -0.713 -0.881 -0.226 -0.334 -0.704 -0.145 0.312 0.273 0.310 0.272 0.339 0.276 0.377 0.414 0.390 0.396 0.347 0.440 0.375 0.493 0.329 0.429 0.224 0.274 0.419 0.545 0.412 0.285 0.409 0.358 0.390 0.392 0.122 0.286 0.216 0.326 0.283 -1.000 -0.320 -0.438 -0.215 -1.046 0.287 0.384 0.255 0.329 0.296 0.274 0.178 0.335 0.388 0.261

=====

[2]
Formula: C2H10NO
Source: the OMol25 dataset
Level of theory: ωB97M-V/def2-TZVPD

Atoms and positions in Å:
N  -1.30  1.65  1.66
H  -1.65  1.76  2.66
H  -0.45  1.22  0.98
H  -1.56  2.64  1.31
H  -2.14  1.02  1.25
C  0.82  -0.40  -1.12
O  0.24  0.40  0.17
C  0.73  -1.98  -0.94
H  1.85  -0.11  -1.14
H  0.32  -0.12  -2.07
H  1.03  1.08  0.09
H  -0.25  -2.29  -0.88
H  1.34  -2.40  -0.08
H  1.01  -2.47  -1.89

HOMO energy   -0.5851 Ha
Net charge   +1
Orbital gap   12.1986 eV
LUMO level   -3.722 eV
Relative energy (zero: lowest compared OMol25 entry of this formula, charge and spin)   235.65 kJ/mol
E   -5765.2399 eV

So, what does the Mulliken scheme give us? The charges, in e, come out as: -0.714 0.367 0.439 0.393 0.416 -0.208 -0.609 -1.069 0.292 0.282 0.399 0.366 0.289 0.357